{"formula": "C25H50Cl2N5O13", "method": "ωB97M-V with the def2-TZVPD basis set", "relative_energy_kj_mol": 0.0, "gap_ha": 0.3142, "spin_multiplicity": 1, "total_charge": -1, "e_homo_ha": -0.248, "species": ["H", "H", "C", "H", "C", "H", "H", "C", "O", "H", "N", "H", "H", "O", "C", "H", "C", "C", "H", "H", "C", "C", "O", "C", "O", "H", "H", "O", "H", "O", "H", "O", "H", "H", "H", "C", "C", "H", "Cl", "H", "H", "C", "O", "C", "C", "H", "O", "C", "H", "H", "N", "C", "H", "H", "N", "H", "H", "O", "H", "H", "H", "C", "H", "H", "H", "C", "H", "O", "H", "H", "N", "Cl", "O", "C", "C", "C", "H", "H", "C", "C", "C", "H", "C", "N", "H", "H", "H", "H", "H", "H", "O", "H", "H", "H", "H"], "coordinates": [[2.0349, 2.5158, -0.3930], [-1.0894, 1.0839, -7.1289], [3.4121, -3.1189, 1.8003], [2.4217, 1.5738, 3.8867], [2.3243, -4.8422, 0.3729], [3.2102, 0.4242, 0.0887], [-0.8239, 1.0934, 1.0891], [-0.2760, 0.3618, -7.1040], [-4.9393, 1.3052, 0.6333], [-4.6426, 5.6238, -4.8526], [-3.0346, 4.6997, -2.1175], [-1.6246, -4.2222, -1.8780], [6.4227, 0.0390, 6.6293], [-4.3404, 3.4874, -3.5146], [-4.9490, 2.6770, 2.5113], [-0.6475, 1.1496, -0.7068], [-0.9457, -1.7795, 3.2694], [6.2985, 0.4078, 5.6152], [-2.2813, -3.7807, 0.2856], [-2.8563, 2.6116, -1.6639], [-4.0473, 1.7823, 1.6413], [5.2387, 0.0263, -0.3350], [3.0339, -5.7688, 0.7565], [-4.3269, 5.8386, -3.8392], [-6.1266, 2.8395, 1.7230], [-3.7000, 0.9128, 2.1913], [-2.5832, 5.5927, -2.0243], [-5.6695, -4.0639, -1.9941], [-1.8338, -2.5388, -2.3197], [4.2635, -0.8460, 5.7220], [6.5105, 1.4770, 5.6090], [5.2268, 2.8097, -0.3068], [-2.5387, 3.7869, -0.3654], [-0.6265, -0.5804, -7.5302], [0.5672, 0.6966, -7.7026], [-2.3139, -3.3798, -1.8272], [0.2638, 0.1213, -5.7087], [1.9557, -2.8260, 0.3448], [-0.3621, -4.0571, 4.7103], [4.8744, 1.6933, 4.0007], [-0.2623, -1.1462, -3.0586], [1.1697, -5.0596, -0.5735], [-7.0787, 1.6771, 0.0469], [-4.5603, -3.7916, -1.6727], [4.1708, 2.2178, -0.1323], [-0.4375, -0.9310, 3.7175], [1.2783, -0.3512, 1.0849], [-2.7977, -3.1066, -0.4055], [0.3739, -4.3414, -0.3716], [6.9843, -0.1070, 4.9428], [2.4879, -3.5718, 0.7828], [-0.7487, 0.5127, 0.1720], [-1.1298, -1.4790, 2.2381], [-1.3492, 3.5448, -1.6369], [4.0693, 0.8791, -0.1886], [-1.2333, 0.2533, -2.7617], [1.5214, -4.9286, -1.5999], [1.4525, -0.0365, -5.5038], [3.0805, 0.6112, 2.5685], [2.5952, 2.8686, 1.2066], [-1.6293, 0.1584, -5.0095], [-0.3655, -0.0931, -3.3212], [-3.5912, 6.6425, -3.7965], [-5.1934, 2.1842, 3.4540], [4.9367, -1.0037, -0.1696], [0.3790, -0.5198, 0.2203], [2.5795, -0.2181, 3.9999], [-4.1830, -3.4398, -0.4265], [-2.6120, -2.1170, 0.0047], [0.5473, 0.4285, -3.0510], [-0.6666, 0.1219, -4.7245], [-2.5728, -1.8492, 4.0198], [0.2753, -1.5392, -0.4991], [-6.1480, 1.9162, 0.7375], [4.8830, 0.0673, 5.1911], [-0.1918, -3.0847, 3.2461], [3.5255, -3.8765, 2.5760], [-5.2012, 6.1934, -3.2830], [2.8779, 2.9468, 0.1536], [-2.4210, 3.5753, -1.4317], [3.0371, 0.7036, 3.6565], [0.7988, -6.0781, -0.5059], [-3.8908, 4.5593, -3.1647], [4.3775, 0.8416, 4.1940], [0.8660, -2.9008, 3.0695], [-3.2571, 2.3833, 1.1994], [-0.5175, -3.6527, 2.3750], [5.6639, 0.1463, -1.3325], [-4.5392, 3.6614, 2.7200], [6.0230, 0.2873, 0.3786], [-3.5028, -3.8050, -2.5141], [2.9631, -2.2529, 2.2862], [-1.6790, -0.0509, 0.0493], [4.3909, -2.8730, 1.3863], [2.9720, 3.9959, -0.1111]]}

=====

{"formula": "C25H50ClNOP2PbSi2", "method": "ωB97M-V with the def2-TZVPD basis set", "gap_ha": [0.1921, 0.1819], "spin_multiplicity": 1, "e_homo_ha": [-0.296, -0.278], "species": ["H", "O", "C", "C", "Si", "H", "H", "H", "H", "C", "H", "H", "H", "H", "H", "H", "C", "C", "C", "H", "H", "H", "H", "H", "H", "P", "C", "H", "C", "H", "H", "C", "H", "H", "H", "C", "C", "C", "H", "H", "N", "H", "C", "C", "H", "H", "H", "C", "H", "H", "C", "H", "H", "H", "H", "C", "C", "C", "H", "P", "C", "H", "H", "C", "H", "C", "H", "C", "C", "H", "H", "H", "H", "Pb", "C", "H", "H", "H", "H", "H", "Cl", "Si", "H"], "coordinates": [[0.0017, -5.6379, 2.1352], [2.2819, 0.5301, 5.3246], [3.8704, -3.0512, -1.1852], [0.2999, 0.4788, -2.7453], [2.0238, -3.0435, -1.3755], [-1.0475, -3.4773, -1.4931], [-3.5832, 3.5216, -1.8038], [1.0231, 4.9374, 2.2276], [1.9858, 3.2948, 0.5400], [1.5067, -1.3269, -1.9502], [-2.0791, -5.7290, -1.1743], [1.2884, 4.6351, -0.3818], [-1.4059, -3.0797, 4.3741], [-2.4835, 1.0273, 0.7575], [-2.9545, 1.9770, -1.1901], [-1.8910, 5.6038, -0.3536], [-2.9395, -3.1993, -0.5019], [1.4334, 3.7636, -3.3357], [0.2955, -0.9299, -2.6148], [4.3071, 2.2536, -2.5447], [-2.2789, -0.0669, -0.6264], [3.1365, -0.0864, -1.0963], [0.3959, -4.1560, -2.9045], [-1.9264, -4.0838, 2.1404], [-0.5024, 1.0850, -3.1553], [-0.3902, -2.9021, 0.7248], [-0.0134, 5.2138, 1.9984], [4.2366, -4.0744, -1.0377], [-2.1328, 0.0464, 0.4497], [-2.9726, -2.1564, -0.8414], [-0.4118, -5.1631, 3.7875], [-0.8905, 4.0025, 1.6893], [-1.8995, 2.3735, 2.7857], [4.1957, 2.3712, -0.7730], [0.3911, 3.5698, -3.5973], [3.8652, 2.8198, -1.7166], [1.5070, 0.9854, -2.1560], [2.2207, -0.1372, -1.6760], [-0.2624, -1.9505, 3.5950], [-0.4587, -5.6972, -0.4646], [0.7168, 0.0687, 3.5681], [4.1843, -2.4449, -0.3272], [-1.1493, -2.5835, 3.4357], [-1.4656, 5.1469, -1.2592], [-2.0741, 5.4884, -2.1107], [1.0102, -4.4686, 3.0144], [-2.4572, -0.8634, 0.9497], [-1.4700, -5.2765, -0.3769], [-1.8750, 4.3869, 1.4012], [-0.5049, -1.5976, -2.9081], [-1.0896, 3.1176, 2.9344], [1.6105, -5.2997, -2.2983], [-0.4525, 5.5433, -1.4091], [-1.0649, 3.2020, -2.1080], [2.0570, 3.4649, -4.1845], [1.4867, 0.3141, 4.4615], [1.2932, -3.5194, 0.3377], [-1.4966, -3.7471, -0.5214], [-3.3597, 3.2902, -0.0495], [-0.3904, 2.9785, 0.1958], [-0.0232, -4.7873, 2.8316], [-0.4324, 5.7233, 2.8783], [4.2392, 3.8487, -1.7600], [-0.9270, -3.6678, 2.3633], [4.3190, -2.6378, -2.0971], [1.2835, 3.5355, -0.2798], [-0.1725, 2.5831, 3.2204], [-2.9319, 3.0641, -1.0397], [-1.4951, 3.6127, -1.1776], [-1.9666, -1.9058, 3.1530], [1.3257, -4.6208, 0.4145], [-0.0086, 5.9589, 1.1902], [-1.3808, 3.7736, 3.7645], [0.1055, 0.1118, 1.2515], [1.4478, -4.2702, -2.6332], [-1.9035, -5.6037, 0.5792], [-3.5648, -3.7970, -1.1864], [-3.3914, -3.2588, 0.5002], [1.5616, 4.8391, -3.1774], [2.0062, -3.1409, 1.0949], [-3.4140, 0.2145, 2.9433], [2.0182, 2.7770, -1.8858], [2.0537, -4.0944, -3.5285]]}

=====

{"formula": "C25H50N2P2Pb", "method": "ωB97M-V with the def2-TZVPD basis set", "gap_ha": [0.1755, 0.1690], "spin_multiplicity": 1, "total_charge": 2, "e_homo_ha": [-0.501, -0.524], "species": ["H", "C", "N", "H", "H", "H", "H", "H", "C", "H", "C", "C", "C", "H", "H", "H", "H", "H", "H", "C", "H", "H", "H", "H", "H", "C", "H", "C", "C", "N", "H", "C", "H", "H", "H", "H", "H", "C", "H", "P", "H", "H", "C", "H", "H", "C", "C", "H", "H", "C", "H", "C", "H", "H", "C", "H", "H", "C", "H", "C", "H", "C", "H", "H", "H", "P", "H", "C", "Pb", "H", "H", "C", "H", "C", "H", "H", "H", "C", "C", "H"], "coordinates": [[2.7394, -0.8955, 4.7830], [2.8386, -1.1919, 3.7281], [-1.7315, 2.5947, 0.5346], [-1.2796, 3.7024, -5.4065], [-0.4668, -0.3683, 2.9278], [-2.3138, 1.4011, -5.4697], [2.8402, -1.6793, -1.6829], [-0.5870, -4.0294, 1.2967], [0.1679, 3.1622, -1.0308], [2.7621, -2.2814, 3.6981], [-2.9816, 3.0127, -0.0954], [-3.8795, -2.2831, -1.6913], [-1.2535, 3.0562, -4.5334], [-5.5025, 0.5097, -1.1423], [-4.6337, -2.5444, -2.4498], [-2.9656, -2.8856, -1.8138], [0.6530, 4.1076, -1.3213], [-1.0008, 4.5348, 0.2099], [-2.3412, 3.2502, 2.4734], [-1.8430, 1.7971, -4.5785], [-4.2680, -2.4490, -0.6706], [1.6184, 1.3433, 4.1065], [-0.1152, 4.4461, -3.3107], [-1.9558, -1.1829, -3.6546], [0.9176, -2.5567, -1.2560], [-2.6276, -0.3167, -3.4979], [-2.4924, -0.4129, 0.6292], [-0.4089, -2.9482, 1.1846], [-0.6198, 3.4780, -3.3716], [0.7695, 0.1303, 0.4425], [4.0050, -0.3529, -1.7923], [-1.8730, 0.9947, -3.4391], [-5.5583, -0.0583, -2.8638], [-3.7365, 2.2331, 0.0632], [-3.3547, 3.9533, 0.3533], [4.6760, 0.9482, -0.1460], [0.9511, 2.4432, -0.7264], [-4.9538, 0.4347, -2.0892], [2.2828, -0.0142, -1.5002], [1.6993, -0.9771, 1.1266], [-0.7757, -2.4648, 2.0930], [-2.8474, 3.1453, -1.1739], [1.8986, 1.0345, 3.0867], [0.2685, -0.3491, 4.5412], [2.4218, -3.3632, -0.7286], [-1.9568, 2.3513, 1.9603], [3.3567, -0.7160, 0.2496], [2.9246, 1.3700, 2.9116], [0.8667, -4.2134, -0.6365], [1.7236, -0.4937, 2.9523], [-1.0382, -2.6228, 0.3445], [-0.6057, 3.4982, 0.2524], [4.5812, -1.7931, 1.7161], [3.8379, -0.8903, 3.3848], [3.1028, -0.7040, -1.2730], [3.0665, 1.4283, 0.4310], [2.9053, -3.6123, 1.8580], [1.1041, -2.7435, 0.9242], [5.3155, -1.5540, 0.1212], [1.8174, -3.6799, 1.9112], [-1.0209, 2.0100, 2.4260], [3.8733, 0.6951, 0.5670], [4.2756, 0.7902, 1.5812], [1.5436, -4.7075, 1.6417], [4.0635, -2.7991, 0.3227], [-3.4666, -0.5311, -1.8704], [0.1674, -1.8827, 3.6633], [4.3713, -1.7919, 0.6377], [-1.0290, -0.1319, -0.5525], [-0.7541, -1.5961, -1.7386], [-4.7022, 1.4559, -2.3992], [1.3587, -3.2349, -0.5131], [-2.6959, 1.5505, 2.0584], [0.3371, -0.8080, 3.5424], [1.4933, -3.5181, 2.9455], [-3.4433, -0.3149, -4.2461], [0.0807, 3.4465, 1.1167], [-0.6091, 2.6556, -2.2320], [-1.2254, 1.4180, -2.2863], [1.2378, 1.5611, 2.3860]]}

=====

Energy values, unit Ha, following the record order: -3155.10784, -3027.24723, -1966.86468.
Molecular weight values, unit g/mol, following the record order: 699.6, 741.5, 647.8.